Below is a cluster of 14 separate species, C3H35O14 in total at a distorted geometry, with properties calculated with the ωB97M-V functional and the def2-TZVPD basis.

E = -32336.0381 eV
E_LUMO = -4.2714 eV
energy above the lowest of the compared OMol25 structures with the same formula, charge and spin = 1.0677 eV
M = 295.30 g/mol
net charge = +1

Geometry as XYZ:
```
52
Properties=species:S:1:pos:R:3:forces:R:3
O -0.46548 -0.79734 -2.83068 -0.110 -0.367 -1.116
H 0.25091 -0.75051 -3.48763 -0.158 0.290 -0.037
H -1.03600 -1.54351 -3.12247 -0.327 0.152 0.472
H -0.05317 -1.02724 -1.89101 0.623 -0.490 2.377
O 2.96238 -1.28471 -1.63814 0.968 -0.164 0.208
H 2.10794 -1.38494 -1.04719 -2.195 0.114 0.887
H 2.81515 -1.16728 -2.58342 0.049 0.047 -0.019
H 3.56433 -0.60645 -1.26462 -0.010 0.362 0.108
C 0.95406 0.93447 0.38224 0.580 -0.485 -0.152
C 0.19833 -0.39286 0.49003 -0.223 0.854 0.965
C -1.28921 -0.12431 0.38432 -0.071 0.517 -0.905
O 0.59931 -1.36415 -0.44101 1.032 0.279 -2.529
H 2.01428 0.80140 0.61756 0.024 -0.063 -0.099
H 0.59331 1.67738 1.09258 -0.226 0.001 -0.129
H 0.88150 1.30452 -0.64861 -0.108 0.208 0.061
H 0.38988 -0.76009 1.50430 -0.006 -0.046 0.035
H -1.85102 -1.05103 0.36581 -0.182 0.097 0.327
H -1.47059 0.38763 -0.57506 0.031 -0.274 -0.188
H -1.68041 0.62078 1.07806 0.160 -0.462 0.556
O 4.55152 1.12488 -0.48064 0.078 -0.562 -0.366
H 4.70209 1.71147 0.26966 -0.182 -0.046 0.043
H 5.42253 0.75568 -0.67381 0.086 0.217 0.073
O 1.98146 -2.56010 2.51452 0.080 -0.053 -0.144
H 1.37476 -2.72687 3.24196 0.059 0.004 0.037
H 1.42060 -2.23870 1.80091 0.002 -0.135 -0.025
O 0.46080 2.48488 -3.38191 0.160 -0.322 0.203
H 1.16032 2.24787 -2.76317 0.069 0.187 -0.012
H 0.58283 3.42987 -3.53404 -0.120 -0.028 -0.076
O -0.75016 -3.90438 -1.33661 0.395 -0.015 -0.252
H -1.34453 -3.39654 -1.89589 -0.396 -0.097 0.374
H -0.49707 -3.29028 -0.63286 0.015 0.071 -0.105
O -4.86992 -0.50530 0.72487 0.222 0.053 -0.007
H -5.22905 -1.20494 0.17306 -0.148 0.046 0.046
H -4.35354 0.05008 0.12454 -0.224 -0.069 0.029
O -2.88159 -1.91667 -1.55678 0.100 0.464 -0.576
H -3.65434 -2.34555 -1.17886 0.113 -0.224 0.011
H -3.13498 -0.96129 -1.64079 0.068 -0.627 0.089
O 2.21089 0.28435 3.94070 -0.127 0.363 -0.265
H 3.11020 0.16546 3.62483 -0.032 -0.234 0.037
H 1.94300 1.16365 3.61281 0.160 -0.190 0.235
O 1.90371 2.95607 3.35208 0.003 0.335 -0.116
H 1.29475 3.54764 2.89800 -0.026 -0.035 0.039
H 2.11622 3.40888 4.17701 -0.004 -0.099 0.021
O -0.27897 -0.68787 4.84234 0.054 -0.038 -0.310
H -0.33009 -1.64681 4.88240 -0.072 0.029 0.112
H 0.58163 -0.49400 4.43273 0.000 -0.055 0.244
O -2.09408 2.97231 -2.03212 -0.105 -0.398 0.112
H -1.33008 2.38654 -2.11541 0.213 0.315 -0.217
H -1.98971 3.38862 -1.16911 -0.163 -0.002 -0.009
O -3.80464 0.55495 -1.88175 -0.015 0.214 -0.443
H -4.47291 0.44212 -2.56953 -0.068 0.074 0.114
H -3.28714 1.33225 -2.15421 -0.047 0.289 0.284
```
Positions in Å, forces in eV/Å.



Below is a cluster of 14 separate species, C3H36NO13S in total at a distorted geometry, with properties calculated with the ωB97M-V functional and the def2-TZVPD basis.

E = -42634.2466 eV
E_LUMO = -2.5602 eV
energy above the lowest of the compared OMol25 structures with the same formula, charge and spin = 0.0000 eV
M = 326.38 g/mol
net charge = +1

Geometry as XYZ:
```
54
Properties=species:S:1:pos:R:3:forces:R:3
C 4.11587 1.51642 -2.14412 1.943 0.404 1.291
C 2.70174 1.63516 -1.65882 0.070 -1.132 -0.857
C 1.75140 0.76509 -2.49758 -1.696 1.566 0.029
S 1.40205 1.60402 -4.11285 0.361 -0.428 0.165
N 2.61875 1.22317 -0.21061 -1.091 1.228 -1.052
H 4.19770 1.77148 -3.19969 0.026 -0.392 0.071
H 4.64259 0.59255 -1.83035 -0.829 -0.243 -0.857
H 4.79875 2.19710 -1.59023 -0.637 0.370 -0.404
H 2.37560 2.67618 -1.72817 -0.131 -0.211 0.245
H 2.07005 -0.24049 -2.73936 0.378 -0.104 0.156
H 0.75608 0.73003 -1.99845 0.683 -0.224 -0.133
H 1.05166 2.79151 -3.59487 -0.021 -0.139 0.126
H 1.71488 1.60097 0.11029 0.496 0.003 0.407
H 2.55479 0.21974 0.00510 0.208 -0.186 -0.100
H 3.41405 1.63402 0.28247 -0.231 -0.272 0.566
H -0.32826 0.64842 3.29784 0.301 -0.029 0.039
H -0.84094 -0.20949 2.17870 0.203 0.011 -0.163
O -0.01846 0.02185 2.63247 -0.600 0.070 0.172
H 3.26679 0.09738 1.96553 0.093 0.305 -0.048
H 4.72505 -0.03531 1.97141 0.413 0.434 0.054
O 4.06349 0.66530 1.89442 0.013 -0.781 0.358
H -2.45650 -3.05282 1.12728 0.000 0.124 0.044
H -3.30151 -3.31423 2.34587 -0.218 0.147 0.169
O -3.15603 -2.64585 1.66846 0.583 -0.538 -0.053
H -1.38964 3.49962 0.76023 0.113 0.000 0.004
H -1.06162 4.79273 1.55469 0.183 -0.100 -0.478
O -0.81513 4.29121 0.76173 -0.317 0.012 0.589
H -3.19578 -0.66120 -2.21838 -0.179 0.181 0.291
H -3.80239 -1.94151 -1.57443 -0.194 0.561 0.183
O -3.20041 -1.61633 -2.24799 0.363 -0.806 -0.502
H 0.71728 -3.49524 1.45677 -0.191 -0.208 -0.146
H 1.46666 -4.37075 0.49147 -0.025 0.089 -0.003
O 1.59870 -3.63472 1.09847 0.504 -0.055 0.221
H -0.12084 4.08303 -0.82556 0.245 -0.034 -0.146
H -0.57832 4.09906 -2.26207 0.103 -0.067 -0.149
O 0.13028 3.74703 -1.71196 -0.213 0.097 0.203
H 1.37480 -0.94173 1.97516 0.153 0.097 -0.493
H 2.16405 -2.02670 1.13694 -0.254 0.378 -0.032
O 2.01280 -1.05414 1.23899 0.100 -0.307 0.336
H -3.85507 -1.23778 0.94531 -0.113 0.337 -0.429
H -5.11852 -1.03464 0.15623 -0.125 0.332 -0.054
O -4.25081 -0.63012 0.27754 0.000 -0.410 0.461
H -2.46729 1.57153 1.53975 0.225 0.228 -0.662
H -2.42322 1.29351 -0.01450 -0.247 -0.024 0.119
O -2.01022 1.78548 0.69993 0.190 -0.213 0.122
H -3.85908 1.38108 3.14221 -0.019 0.083 -0.600
H -2.90620 1.95081 4.08015 0.558 0.336 -0.353
O -3.01304 1.85613 3.11813 -0.853 -0.507 1.434
H -1.21133 -5.32498 0.80483 0.002 -0.076 -0.126
H -1.23039 -4.33256 -0.42888 0.551 -0.176 0.198
O -0.81065 -4.52431 0.45260 -0.764 0.083 0.170
H -0.78995 -3.72255 -2.62469 -0.042 0.060 -0.087
H -2.02957 -2.96016 -2.03334 0.254 0.112 -0.376
O -1.44464 -3.73396 -1.92405 -0.327 0.010 0.081
```
Positions in Å, forces in eV/Å.



Below is a structure of composition C3H3AgFO2 at a distorted geometry, with properties calculated with the ωB97M-V functional and the def2-TZVPD basis.

E = -13964.1342 eV
E_LUMO (spin up / spin down) = -2.0681 / -2.0785 eV
energy above the lowest of the compared OMol25 structures with the same formula, charge and spin = 3.0829 eV
M = 197.92 g/mol
2S+1 = 2

Geometry as XYZ:
```
10
Properties=species:S:1:pos:R:3:forces:R:3
H 0.41359 -3.16398 1.86470 0.434 0.306 0.308
O 2.22810 -0.65073 0.43253 2.169 2.142 -0.535
C 0.95989 -2.27988 1.59550 0.744 -0.556 1.087
C 1.87526 -1.49352 1.29718 -3.451 -0.460 -1.904
Ag 1.89562 1.43504 -0.80855 -0.125 -1.498 1.019
C -1.63063 0.78733 -0.76177 -0.215 -0.544 -0.258
O -0.63413 1.70672 -0.82332 0.518 0.451 -0.065
F -2.81595 1.28698 -1.15064 0.060 0.089 0.055
H -1.38926 -0.16184 -1.24790 0.043 0.241 0.286
H -0.90250 2.53387 -0.39773 -0.176 -0.170 0.008
```
Positions in Å, forces in eV/Å.



Below is a structure of composition C3H3AgO2 at a distorted geometry, with properties calculated with the ωB97M-V functional and the def2-TZVPD basis.

E = -11229.5287 eV
E_LUMO (spin up / spin down) = -8.7860 / -13.0331 eV
energy above the lowest of the compared OMol25 structures with the same formula, charge and spin = 0.0000 eV
M = 178.92 g/mol
2S+1 = 3
net charge = +2

Geometry as XYZ:
```
9
Properties=species:S:1:pos:R:3:forces:R:3
O 0.16347 -0.91328 0.04308 1.299 1.198 -0.842
C 1.29738 -0.68057 -0.09198 -1.236 -2.218 1.455
O 2.46119 -0.71974 -0.03693 -0.131 0.868 -0.656
Ag 4.52543 0.19030 0.26043 0.499 0.116 0.033
C -2.51686 -0.14311 0.10938 6.021 4.854 0.184
C -3.39806 -1.05363 0.04637 -5.705 -3.852 -0.129
H -2.11459 0.86606 0.17620 -0.515 -0.256 0.042
H -4.42426 -0.64603 0.13376 -0.259 -0.812 -0.098
H -3.24623 -2.13168 -0.07197 0.026 0.102 0.010
```
Positions in Å, forces in eV/Å.



Below is a structure of composition C3H3AlO3 at a distorted geometry, with properties calculated with the ωB97M-V functional and the def2-TZVPD basis.

E = -15859.5833 eV
E_LUMO (spin up / spin down) = -13.8552 / -20.2051 eV
energy above the lowest of the compared OMol25 structures with the same formula, charge and spin = 0.0000 eV
M = 114.04 g/mol
2S+1 = 2
net charge = +3

Geometry as XYZ:
```
10
Properties=species:S:1:pos:R:3:forces:R:3
O -1.49898 0.83654 0.08848 -0.458 0.380 0.072
O -3.76099 1.34167 0.16464 -2.107 0.528 0.084
C -2.63331 1.11134 0.12864 1.399 -0.323 -0.044
Al 4.53094 1.65878 0.63736 0.761 0.337 0.155
O 1.29133 0.98921 -0.24935 1.069 -1.528 -1.314
C 0.98735 -0.08597 -0.42800 -2.733 2.972 2.422
H 1.27039 -1.78253 -0.17352 -1.817 -1.100 0.055
C 0.19839 -1.24202 -0.11901 4.538 -0.965 -1.718
H -0.00625 -1.29618 0.96032 -0.516 0.196 -0.305
H -0.37887 -1.53083 -1.00956 -0.136 -0.497 0.592
```
Positions in Å, forces in eV/Å.



Below is a structure of composition C3H3BeLiO2 at a distorted geometry, with properties calculated with the ωB97M-V functional and the def2-TZVPD basis.

E = -7856.1815 eV
E_LUMO (spin up / spin down) = -1.7856 / -1.7876 eV
M = 87.01 g/mol

Geometry as XYZ:
```
10
Properties=species:S:1:pos:R:3:forces:R:3
C 0.01428 -0.85210 -0.25819 -0.083 -0.244 -0.655
C -1.03857 -1.65027 -0.41515 0.256 0.203 -0.108
H -0.88620 -2.65203 -0.81184 -0.083 0.328 -0.055
H 0.99661 -1.06961 -0.68779 -0.060 -0.297 0.261
H -2.05385 -1.30500 -0.21283 0.402 -0.204 0.334
O -0.06238 0.36172 0.34774 0.441 1.387 -0.896
C 0.75078 1.50525 -0.14491 -0.169 -1.930 1.176
O 0.32492 2.50362 0.43846 0.333 0.137 -0.799
Li 2.78060 0.94802 0.21275 -0.430 0.217 -0.153
Be -0.82619 2.21039 1.53177 -0.607 0.403 0.895
```
Positions in Å, forces in eV/Å.